Run w
ORCA calculation (wB97M-V/def2-TZVPD) on a single C5H8S molecule.

frontier orbital gap	9.362	eV
HOMO level	-8.4	eV
structure (SMILES)	C1S[C@H]2C[C@@H]1C2

Last column: natural (NBO) charge in e.
Positions of all 14 atoms, in Å:
C: 0.46458 1.29251 -0.04716  -0.52
S: 1.40376 -0.28752 0.01415  0.18
C: -0.20372 -1.08473 0.02735  -0.35
C: -1.03186 -0.33185 -1.03497  -0.40
C: -1.00623 0.86938 -0.02755  -0.23
C: -1.02492 -0.24870 1.05318  -0.40
H: 0.73594 1.88782 0.82095  0.22
H: 0.73555 1.84141 -0.92374  0.22
H: -0.20749 -2.15576 -0.01111  0.23
H: -0.49950 -0.16970 -1.98525  0.20
H: -2.03902 -0.70922 -1.16496  0.21
H: -1.80378 1.58139 0.02613  0.22
H: -2.07422 -0.63316 1.21630  0.21
H: -0.49464 -0.02218 1.97010  0.21

Run x
ORCA calculation (wB97M-V/def2-TZVPD) on a 2-piece molecular cluster, C5H8S overall.

frontier orbital gap	8.588	eV
HOMO level	-8.2	eV

Last column: natural (NBO) charge in e.
Positions of all 14 atoms, in Å:
C: -1.82715 0.05118 0.62347  -0.25
C: -1.27001 1.10303 0.74676  -0.01
C: 0.37817 -1.85545 -0.59399  -0.19
C: -0.52361 2.33960 0.83287  -0.69
C: 1.54706 -1.03493 -0.20065  -0.77
S: 0.31842 -2.22343 -2.23035  0.15
H: -2.34644 -0.85808 0.56712  0.24
H: -0.79995 -2.96891 -2.17573  0.12
H: -0.10865 2.45807 1.83354  0.24
H: 0.29362 2.32754 0.10895  0.23
H: -1.17236 3.18840 0.61683  0.24
H: 2.15729 -1.66622 0.44843  0.26
H: 2.17311 -0.63887 -1.00378  0.18
H: 1.18049 -0.22194 0.42652  0.25

Going by the energies, run w is most stable and the next is 84.2 kcal/mol up.

Run w
ORCA calculation (wB97M-V/def2-TZVPD) on a single C3H2N4O molecule.

frontier orbital gap	9.965	eV
HOMO level	-10.1	eV
structure (SMILES)	N#Cc1n[nH]nc1O

Last column: natural (NBO) charge in e.
Positions of all 10 atoms, in Å:
N: 1.86058 -0.53082 -2.38750  -0.30
C: 1.59383 -0.11337 -1.16227  0.25
C: 0.53812 0.20091 -0.11957  -0.08
N: 1.00574 0.26021 1.16290  -0.19
N: -0.20004 0.13849 1.89593  -0.19
N: -1.26857 0.17149 1.09273  -0.24
C: -0.89386 -0.04505 -0.21564  0.39
O: -1.54396 0.14021 -1.33723  -0.60
H: -0.17684 0.40223 2.92907  0.44
H: -0.91501 -0.62432 -1.85842  0.51

Run x
ORCA calculation (wB97M-V/def2-TZVPD) on a single C3H2N4O molecule.

frontier orbital gap	7.945	eV
HOMO level	-10.2	eV
structure (SMILES)	O=c1nccnnn1

Last column: natural (NBO) charge in e.
Positions of all 10 atoms, in Å:
O: 2.40802 -0.56252 0.73452  -0.49
C: 1.45205 -0.27560 -0.02309  0.66
N: 1.13169 0.97066 -0.34822  -0.36
C: -0.19764 1.25228 -0.12654  0.08
C: -1.18467 0.12645 0.27340  -0.01
N: -1.27163 -1.18334 0.49604  -0.21
N: -0.18522 -1.82286 -0.29361  0.05
N: 0.88936 -1.36093 -0.74450  -0.15
H: -0.84550 2.12287 -0.37226  0.24
H: -2.19646 0.73298 0.40425  0.19

Going by the energies, run w is most stable and the next is 15.3 kcal/mol up.

Run w
ORCA calculation (wB97M-V/def2-TZVPD) on a single C3H2N4O molecule.

frontier orbital gap	8.188	eV
HOMO level	-9.5	eV
structure (SMILES)	O=c1nccnnn1

Last column: natural (NBO) charge in e.
Positions of all 10 atoms, in Å:
O: 2.20294 -1.05648 -0.82366  -0.47
C: 1.39819 -0.26569 -0.52928  0.72
N: 0.45711 0.30131 -1.29987  -0.41
C: -0.72427 0.20880 -0.86077  0.11
C: -1.16792 -0.20538 0.47638  -0.01
N: -0.62348 0.00986 1.61410  -0.21
N: 0.60563 0.72281 1.62276  0.03
N: 1.52285 0.49351 0.84734  -0.18
H: -1.56579 0.55028 -1.57295  0.21
H: -2.10526 -0.75901 0.52595  0.21

Run x
ORCA calculation (wB97M-V/def2-TZVPD) on a single C3H2N4O molecule.

frontier orbital gap	8.661	eV
HOMO level	-9.7	eV
structure (SMILES)	O=c1cnncnn1

Last column: natural (NBO) charge in e.
Positions of all 10 atoms, in Å:
O: -1.68778 -0.84273 0.93085  -0.47
C: -1.04632 -0.40600 -0.02951  0.58
C: -0.96425 0.88376 -0.69976  -0.03
N: -0.11626 1.65150 -0.18027  -0.15
N: 1.00548 1.05146 0.52169  -0.29
C: 1.60485 -0.07579 0.46868  0.18
N: 1.27770 -1.11428 -0.46824  -0.13
N: 0.06701 -1.16455 -0.77135  -0.14
H: -2.01160 1.56730 -0.83748  0.23
H: 2.31057 -0.20615 1.24140  0.21

Run y
ORCA calculation (wB97M-V/def2-TZVPD) on a single C3H2N4O molecule.

frontier orbital gap	8.621	eV
HOMO level	-9.6	eV
structure (SMILES)	O=c1ncncnn1

Last column: natural (NBO) charge in e.
Positions of all 10 atoms, in Å:
O: -1.20288 -1.08557 -1.71406  -0.50
C: -0.41255 -1.14965 -0.79949  0.73
N: -0.50898 -1.35738 0.59407  -0.46
C: -0.33558 -0.27878 1.31746  0.28
N: -0.19096 1.06048 0.87904  -0.46
C: 0.36652 1.33295 -0.23187  0.24
N: 1.28397 0.39711 -0.84201  -0.14
N: 1.01035 -0.80142 -0.98885  -0.11
H: -0.43930 -0.53331 2.41993  0.22
H: 0.42940 2.41557 -0.63423  0.22

Run z
ORCA calculation (wB97M-V/def2-TZVPD) on a single C3H2N4O molecule.

frontier orbital gap	8.733	eV
HOMO level	-9.9	eV
structure (SMILES)	O=c1ncncnn1

Last column: natural (NBO) charge in e.
Positions of all 10 atoms, in Å:
O: -2.38698 -0.21832 0.70071  -0.49
C: -1.40697 -0.15760 -0.02228  0.69
N: -0.64870 -1.17862 -0.52650  -0.47
C: 0.62017 -1.24181 -0.27721  0.30
N: 1.44038 -0.24426 0.35682  -0.45
C: 0.92686 0.91669 0.42781  0.23
N: -0.05992 1.62707 -0.43445  -0.12
N: -1.16420 1.10676 -0.68734  -0.09
H: 1.24082 -2.07493 -0.70393  0.20
H: 1.43854 1.46502 1.16637  0.20

Going by the energies, run y is most stable and the next is 3.5 kcal/mol up.